ORCA calculation (wB97M-V/def2-TZVPD) on a molecular structure, C3H8N4O in a non-equilibrium geometry.

The charge is 0. As for the frontier orbital gap: 9.52 eV. For the HOMO energy, the calculation gives -9.1 eV.

Geometry (Å):
C: -1.6651 -0.9280 0.4387
C: 1.7582 -0.8870 -0.2050
C: 2.0812 0.4767 -0.4332
H: -2.1837 0.9397 -1.3964
H: -3.2934 1.5687 0.0936
H: -1.8915 -2.0260 0.7955
H: -0.4064 0.4141 -0.2460
H: 2.4324 -1.6313 0.0564
H: 1.5544 1.0758 -1.2420
H: 3.3126 0.7895 -0.3065
H: 1.7232 0.1175 1.6983
N: -2.2846 1.1320 -0.2277
N: -2.7453 -0.2555 0.3456
N: -0.4890 -0.5881 -0.3543
N: 0.5340 -1.3096 0.0661
O: 1.5630 1.1115 0.9169